No. 1
This record from OMol25 describes a molecular structure, C27H29FIrN3OSTe in a non-equilibrium geometry. The level of theory is ωB97M-V with the def2-TZVPD basis set.

Geometry (Å):
Ir: 0.023 0.157 -0.363
C: 3.526 2.056 2.082
C: 2.777 0.983 1.341
O: 1.583 1.146 1.058
N: 3.451 -0.147 1.052
C: 2.836 -1.227 0.293
C: 2.711 -0.912 -1.177
C: 3.790 -1.130 -2.025
C: 3.662 -0.858 -3.377
C: 2.446 -0.396 -3.858
C: 1.409 -0.184 -2.963
N: 1.542 -0.417 -1.644
H: 3.257 2.000 3.138
H: 3.206 3.022 1.698
H: 4.606 1.959 1.993
H: 4.453 -0.125 1.139
H: 1.844 -1.424 0.704
H: 3.445 -2.119 0.432
H: 4.710 -1.529 -1.619
H: 4.494 -1.025 -4.050
H: 2.289 -0.184 -4.905
H: 0.444 0.163 -3.288
C: -2.809 1.107 1.180
N: -1.385 1.330 1.434
C: -1.163 2.758 1.651
C: -0.932 0.590 2.622
C: -0.980 -0.871 2.335
C: -1.332 -1.791 3.316
C: -1.342 -3.149 3.039
C: -1.030 -3.567 1.754
C: -0.712 -2.631 0.777
C: -0.665 -1.253 1.035
H: -3.414 1.461 2.026
H: -3.010 0.051 1.019
H: -3.099 1.666 0.294
H: -1.734 3.094 2.529
H: -1.478 3.326 0.783
H: -0.106 2.953 1.816
H: -1.541 0.842 3.502
H: 0.090 0.904 2.833
H: -1.602 -1.437 4.305
H: -1.604 -3.864 3.808
H: -1.046 -4.621 1.504
H: -0.502 -2.992 -0.220
Te: 0.446 2.621 -1.504
C: -0.813 3.044 -3.136
C: -1.426 4.248 -3.355
C: -2.145 4.306 -4.588
C: -2.080 3.140 -5.284
S: -1.146 1.981 -4.438
H: -1.356 5.072 -2.658
H: -2.695 5.173 -4.928
H: -2.543 2.897 -6.227
F: -3.875 -2.380 -4.418
C: -3.036 -1.834 -3.502
C: -3.411 -0.684 -2.847
C: -2.537 -0.128 -1.921
C: -1.296 -0.695 -1.622
C: -0.973 -1.868 -2.320
C: -1.825 -2.442 -3.256
H: -4.365 -0.223 -3.069
H: -2.837 0.784 -1.428
H: -0.028 -2.364 -2.128
H: -1.562 -3.351 -3.782

**DFT total energy**: -58672.119 eV
**Gap between HOMO and LUMO**: 6.4111 eV
**Relative energy (zero: lowest compared OMol25 entry of this formula, charge and spin)**: 0.0 kcal/mol
**LUMO**: 0.02 eV
**HOMO level**: -0.235 hartree

***

No. 2
This record from OMol25 describes a molecular structure, C27H29FN3O5SbSe5Tc in a non-equilibrium geometry. The level of theory is ωB97M-V with the def2-TZVPD basis set.

Geometry (Å):
Tc: -1.801 -0.443 -0.581
C: 4.125 -5.676 1.391
C: 4.469 -4.751 0.230
C: 5.763 -4.009 0.513
C: 6.079 -3.039 -0.610
C: 4.944 -2.062 -0.758
C: 5.163 -0.769 -1.161
C: 4.082 0.099 -1.291
F: 4.341 1.371 -1.679
C: 2.801 -0.290 -1.053
C: 2.546 -1.607 -0.638
C: 1.139 -2.047 -0.437
O: 0.230 -1.214 -0.622
C: 0.985 -3.404 -0.048
C: 2.100 -4.166 0.124
N: 3.382 -3.778 -0.032
C: 3.627 -2.484 -0.472
C: -0.336 -4.127 0.348
O: -0.142 -5.227 0.925
O: -1.382 -3.519 0.091
H: 5.027 -6.214 1.687
H: 3.367 -6.415 1.140
H: 3.765 -5.100 2.244
H: 4.604 -5.353 -0.676
H: 6.562 -4.743 0.636
H: 5.661 -3.462 1.455
H: 6.212 -3.600 -1.542
H: 7.008 -2.499 -0.421
H: 6.165 -0.421 -1.383
H: 1.975 0.402 -1.172
H: 1.908 -5.180 0.447
C: -3.719 -0.553 3.213
C: -3.190 -0.192 1.861
N: -2.166 -0.782 1.318
O: -1.566 -1.851 1.968
C: -3.824 0.831 1.072
C: -5.037 1.586 1.510
N: -3.285 0.989 -0.137
O: -3.700 1.842 -0.942
H: -3.507 -1.593 3.445
H: -4.794 -0.394 3.241
H: -3.248 0.075 3.973
H: -1.946 -2.641 1.526
H: -4.851 2.193 2.401
H: -5.859 0.899 1.725
H: -5.342 2.241 0.696
Se: -5.201 -5.159 -2.734
Sb: -5.679 -2.980 -1.663
Se: -3.574 -1.683 -1.070
Se: -6.690 -3.177 0.556
Se: -6.962 -1.696 -3.301
C: -0.995 7.961 -0.701
C: -1.015 6.454 -0.726
C: -1.657 5.722 0.261
C: -1.626 4.331 0.290
C: -2.365 3.613 1.375
C: -0.918 3.631 -0.701
Se: -0.477 1.723 -0.550
C: -0.314 4.357 -1.742
C: 0.414 3.708 -2.891
C: -0.371 5.749 -1.727
H: -1.681 8.349 0.053
H: -1.279 8.380 -1.668
H: 0.004 8.335 -0.465
H: -2.199 6.245 1.043
H: -2.800 4.324 2.079
H: -1.707 2.931 1.919
H: -3.165 3.021 0.940
H: 0.243 2.636 -2.919
H: 1.491 3.875 -2.815
H: 0.072 4.137 -3.836
H: 0.117 6.292 -2.532

**Total charge**: -2
**DFT total energy**: -381362.686 eV
**Gap between HOMO and LUMO (alpha / beta)**: 4.6656 / 4.7033 eV
**Spin multiplicity**: 2
**LUMO (alpha / beta)**: 3.15 / 3.20 eV
**⟨S²⟩**: 0.78
**HOMO level (alpha / beta)**: -0.056 / -0.055 hartree

***

No. 3
This record from OMol25 describes a molecular structure, C27H29IrN12O4PS2 in a non-equilibrium geometry. The level of theory is ωB97M-V with the def2-TZVPD basis set.

Geometry (Å):
Ir: -0.803 0.227 -0.187
C: -5.397 0.295 2.648
N: -5.356 0.679 1.264
C: -6.326 1.326 0.558
C: -5.876 1.494 -0.708
N: -4.612 0.941 -0.778
C: -4.298 0.451 0.457
S: -2.937 -0.422 0.976
C: -3.857 0.872 -1.960
C: -4.537 0.764 -3.176
C: -3.806 0.833 -4.346
C: -2.430 0.999 -4.271
C: -1.842 1.023 -3.021
N: -2.531 0.954 -1.888
H: -6.367 0.543 3.068
H: -4.619 0.821 3.202
H: -5.222 -0.777 2.745
H: -7.258 1.616 1.000
H: -6.336 2.005 -1.528
H: -5.606 0.615 -3.209
H: -4.299 0.763 -5.303
H: -1.847 1.104 -5.172
H: -0.777 1.116 -2.893
O: -0.594 -3.800 -0.962
S: -0.374 -2.435 -0.688
O: -0.903 -1.507 -1.714
O: -0.688 -1.945 0.637
O: 1.229 -2.173 -0.832
N: 2.443 -3.177 9.636
C: 2.178 -2.699 8.631
C: 1.860 -2.026 7.425
C: 2.084 -0.651 7.367
C: 1.777 0.055 6.223
C: 1.241 -0.595 5.111
C: 1.024 -1.972 5.169
C: 1.330 -2.683 6.315
N: 0.927 0.144 3.948
C: 1.106 1.493 3.776
C: 0.672 1.798 2.525
N: 0.224 0.658 1.921
C: 0.389 -0.312 2.797
H: 2.497 -0.149 8.225
H: 1.962 1.114 6.218
H: 0.614 -2.500 4.322
H: 1.160 -3.749 6.353
H: 1.513 2.139 4.521
H: 0.646 2.755 2.050
H: 0.114 -1.326 2.594
C: 3.682 -1.961 -3.752
N: 2.369 -1.462 -4.356
C: 2.574 -0.043 -4.839
N: 3.082 0.764 -3.787
C: 4.352 0.259 -3.295
N: 4.159 -1.072 -2.766
C: 3.412 -1.115 -1.529
P: 1.570 -0.739 -1.672
C: 1.263 -1.538 -3.378
C: 2.182 1.147 -2.796
H: 4.411 -2.052 -4.565
H: 3.502 -2.944 -3.312
H: 2.132 -2.056 -5.158
H: 1.613 0.345 -5.190
H: 3.291 -0.059 -5.668
H: 4.735 0.919 -2.517
H: 5.066 0.229 -4.122
H: 3.846 -0.399 -0.830
H: 3.507 -2.116 -1.091
H: 0.368 -1.081 -3.803
H: 1.022 -2.586 -3.179
H: 2.646 1.761 -2.036
H: 1.281 1.596 -3.192
N: 3.216 5.162 -0.624
C: 2.165 4.722 -0.463
N: 1.001 4.224 -0.252
C: 0.384 3.170 -0.383
N: -0.325 2.227 -0.491

**Total charge**: +2
**DFT total energy**: -88320.290 eV
**Gap between HOMO and LUMO (alpha / beta)**: 6.2820 / 5.6848 eV
**Relative energy (zero: lowest compared OMol25 entry of this formula, charge and spin)**: 112.9 kcal/mol
**Spin multiplicity**: 2
**LUMO (alpha / beta)**: -7.01 / -7.59 eV
**⟨S²⟩**: 0.92
**HOMO level (alpha / beta)**: -0.489 / -0.488 hartree

***

No. 4
This record from OMol25 describes a molecular structure, C27H29N2O6S4V in a non-equilibrium geometry. The level of theory is ωB97M-V with the def2-TZVPD basis set.

Geometry (Å):
V: -0.237 0.432 0.295
C: -1.641 -2.573 2.061
C: -2.390 -3.501 1.201
S: -2.178 -3.344 -0.570
C: -3.908 -3.443 -1.100
C: -4.756 -2.181 -1.033
S: -3.853 -0.787 -1.652
C: -3.805 0.153 -0.085
C: -3.446 -0.519 1.216
S: -1.715 -0.808 1.695
H: -1.954 -2.676 3.109
H: -0.554 -2.772 1.943
H: -2.276 -4.588 1.493
H: -3.434 -3.296 1.388
H: -3.735 -3.699 -2.136
H: -4.364 -4.342 -0.674
H: -5.610 -2.435 -1.627
H: -5.098 -2.101 -0.003
H: -3.077 0.897 -0.347
H: -4.766 0.606 0.104
H: -3.835 0.097 2.006
H: -3.907 -1.508 1.358
O: 2.986 -3.819 1.795
C: 2.554 -4.193 0.557
C: 2.798 -5.486 0.085
C: 2.375 -5.843 -1.175
C: 1.701 -4.944 -2.033
C: 1.363 -3.731 -1.526
C: 1.726 -3.353 -0.233
C: 1.314 -1.945 0.080
O: 0.564 -1.302 -0.699
N: 1.786 -1.458 1.251
N: 1.448 -0.146 1.382
C: 2.073 0.555 2.220
C: 1.754 1.925 2.480
C: 2.461 2.525 3.530
C: 2.229 3.825 3.907
C: 1.333 4.606 3.214
C: 0.648 4.035 2.135
C: 0.745 2.731 1.874
O: -0.032 2.235 0.952
H: 2.656 -2.866 1.979
H: 3.200 -6.251 0.756
H: 2.604 -6.842 -1.502
H: 1.568 -5.228 -3.074
H: 0.772 -3.040 -2.156
H: 2.879 0.118 2.787
H: 3.206 1.956 4.085
H: 2.781 4.220 4.743
H: 1.185 5.673 3.435
H: -0.052 4.606 1.582
C: 2.883 5.732 -1.680
C: 1.935 4.631 -2.050
C: 0.553 4.805 -1.834
C: -0.305 3.785 -2.124
C: 0.164 2.593 -2.643
C: 1.517 2.411 -2.870
C: 2.415 3.439 -2.544
S: -0.967 1.216 -2.848
O: -1.314 0.884 -1.423
O: -0.283 0.135 -3.514
O: -2.111 1.739 -3.552
H: 2.424 6.725 -1.926
H: 3.875 5.640 -2.169
H: 3.038 5.727 -0.579
H: 0.178 5.752 -1.372
H: -1.411 3.885 -2.049
H: 1.821 1.452 -3.227
H: 3.501 3.272 -2.670

**Total charge**: -1
**DFT total energy**: -112766.992 eV
**Gap between HOMO and LUMO (alpha / beta)**: 6.2354 / 7.2430 eV
**Relative energy (zero: lowest compared OMol25 entry of this formula, charge and spin)**: 17.6 kcal/mol
**Spin multiplicity**: 4
**LUMO (alpha / beta)**: 2.22 / 2.21 eV
**⟨S²⟩**: 3.76
**HOMO level (alpha / beta)**: -0.148 / -0.185 hartree

***

No. 5
This record from OMol25 describes a molecular structure, C27H29NO4P2Yb in a non-equilibrium geometry. The level of theory is ωB97M-V with the def2-TZVPD basis set.

Geometry (Å):
C: -1.965 2.815 -2.782
C: -1.504 1.540 -2.984
C: -0.101 1.258 -2.996
C: 0.874 2.270 -2.732
C: 0.355 3.560 -2.544
C: -1.027 3.828 -2.511
C: 2.242 1.855 -2.574
C: 2.572 0.425 -2.611
C: 1.431 -0.481 -2.796
C: 1.659 -1.869 -2.749
C: 2.911 -2.404 -2.526
C: 3.935 -1.563 -2.136
C: 3.786 -0.167 -2.127
H: -3.073 3.108 -2.847
H: 1.084 4.384 -2.377
H: -1.408 4.833 -2.325
H: 3.057 2.637 -2.814
H: 3.085 -3.461 -2.534
H: 4.879 -1.964 -1.886
H: 4.549 0.539 -1.730
N: 0.159 -0.124 -3.075
Yb: 1.619 3.254 0.311
C: -2.502 0.371 -3.083
H: -2.284 -0.225 -3.975
H: -3.568 0.699 -3.125
C: 0.444 -2.763 -2.953
H: -0.051 -2.509 -3.910
H: 0.706 -3.838 -2.959
P: -2.289 -0.759 -1.621
P: -0.844 -2.527 -1.628
C: 0.150 -2.475 -0.108
H: -0.549 -2.442 0.747
H: 0.716 -3.434 -0.096
H: 0.842 -1.609 -0.110
C: -1.781 -4.052 -1.482
H: -1.118 -4.904 -1.691
H: -2.144 -4.126 -0.448
H: -2.624 -4.040 -2.178
C: -1.645 0.379 -0.256
H: -2.473 1.083 -0.016
H: -1.339 -0.151 0.663
H: -0.783 0.937 -0.641
C: -3.894 -1.259 -1.099
H: -3.838 -1.560 -0.042
H: -4.581 -0.427 -1.213
H: -4.208 -2.105 -1.717
C: -0.698 3.147 1.102
O: -1.449 3.074 1.992
H: 2.896 2.297 -0.457
O: 2.833 3.320 2.199
C: 2.957 2.291 3.163
C: 3.249 2.651 4.462
C: 3.577 1.677 5.368
C: 3.627 0.308 4.980
C: 3.294 -0.045 3.659
C: 2.908 0.955 2.754
C: 2.341 0.580 1.459
O: 2.817 -0.366 0.794
O: 1.303 1.369 1.029
H: 3.065 4.155 2.688
H: 3.289 3.743 4.700
H: 3.878 1.963 6.364
H: 3.970 -0.457 5.664
H: 3.338 -1.073 3.320

**Total charge**: +1
**DFT total energy**: -88247.382 eV
**Gap between HOMO and LUMO (alpha / beta)**: 4.2664 / 5.7215 eV
**Relative energy (zero: lowest compared OMol25 entry of this formula, charge and spin)**: 20.9 kcal/mol
**Spin multiplicity**: 2
**LUMO (alpha / beta)**: -3.00 / -2.96 eV
**⟨S²⟩**: 0.79
**HOMO level (alpha / beta)**: -0.267 / -0.319 hartree

***

No. 6
This record from OMol25 describes 5 unconnected molecules or ions with the total composition C27H30F32N2O5 in a non-equilibrium geometry. The level of theory is ωB97M-V with the def2-TZVPD basis set.

Geometry (Å):
N: -2.500 -0.467 -3.506
C: -3.720 -0.257 -2.637
C: -4.205 -1.666 -1.909
C: -2.979 -2.729 -1.636
C: -1.975 -2.306 -0.410
C: -0.439 -1.918 -0.923
C: 0.000 -0.534 -0.108
C: -1.000 -0.750 1.200
O: -0.738 -0.672 2.509
N: -2.309 -1.124 0.475
H: -1.604 -0.290 -3.001
H: -2.557 0.033 -4.421
H: -4.651 0.101 -3.286
H: -3.587 0.546 -1.791
H: -4.814 -1.410 -0.930
H: -4.947 -2.193 -2.679
H: -3.503 -3.772 -1.388
H: -2.309 -2.934 -2.582
H: -1.827 -3.211 0.340
H: 0.197 -2.756 -0.363
H: -0.246 -1.929 -2.099
H: -0.271 0.447 -0.695
H: 1.157 -0.575 0.146
H: -2.386 -0.298 -0.166
C: 0.806 4.977 -0.219
C: 0.069 6.220 -0.738
C: -1.430 6.034 -0.952
F: -1.706 5.083 -1.871
F: -1.992 7.184 -1.414
F: 0.680 6.664 -1.869
F: 0.248 7.213 0.191
O: 1.476 4.185 -1.205
C: 0.659 3.229 -1.879
C: 0.525 3.514 -3.380
F: -0.011 4.740 -3.611
F: -0.297 2.613 -3.979
F: -0.536 3.140 -1.249
F: 1.269 2.027 -1.693
H: 1.615 5.343 0.426
H: 0.184 4.365 0.445
H: -1.934 5.774 -0.017
H: 1.499 3.475 -3.876
C: 5.307 2.581 1.271
C: 4.565 3.593 0.387
C: 4.673 3.335 -1.113
F: 5.949 3.388 -1.555
F: 3.989 4.283 -1.810
F: 4.975 4.850 0.705
F: 3.240 3.539 0.735
O: 6.604 2.975 1.727
C: 7.674 2.729 0.816
C: 8.350 4.017 0.330
F: 7.469 4.841 -0.292
F: 9.331 3.747 -0.572
F: 7.225 1.953 -0.199
F: 8.573 1.969 1.498
H: 4.718 2.482 2.191
H: 5.312 1.571 0.842
H: 4.250 2.362 -1.379
H: 8.792 4.568 1.165
C: 1.894 -6.316 0.792
C: 1.435 -5.375 -0.333
C: 1.686 -5.895 -1.745
F: 2.998 -6.091 -1.997
F: 1.251 -4.994 -2.668
F: 1.996 -4.150 -0.148
F: 0.085 -5.190 -0.179
O: 3.170 -6.030 1.370
C: 4.292 -6.569 0.672
C: 5.217 -5.485 0.105
F: 4.561 -4.666 -0.755
F: 6.247 -6.034 -0.592
F: 3.856 -7.437 -0.271
F: 4.969 -7.318 1.584
H: 1.187 -6.177 1.619
H: 1.793 -7.374 0.522
H: 1.151 -6.832 -1.923
H: 5.634 -4.867 0.906
C: -4.901 -0.565 3.358
C: -5.305 0.864 2.964
C: -6.396 1.484 3.832
F: -7.554 0.790 3.779
F: -6.686 2.743 3.404
F: -5.646 0.886 1.648
F: -4.182 1.644 3.067
O: -5.507 -1.620 2.607
C: -6.798 -2.027 3.056
C: -7.900 -1.761 2.023
F: -7.979 -0.444 1.703
F: -9.120 -2.117 2.504
F: -7.053 -1.456 4.258
F: -6.703 -3.364 3.292
H: -3.830 -0.656 3.135
H: -4.969 -0.738 4.439
H: -6.078 1.557 4.876
H: -7.717 -2.320 1.101

**Structure (SMILES)**: FC(F)C(F)(F)COC(F)(F)C(F)F.FC(F)C(F)(F)COC(F)(F)C(F)F.FC(F)C(F)(F)COC(F)(F)C(F)F.FC(F)C(F)(F)COC(F)(F)C(F)F.NCCC[C@H]1CCC(=O)N1
**DFT total energy**: -128657.241 eV
**Gap between HOMO and LUMO**: 9.4657 eV
**Relative energy (zero: lowest compared OMol25 entry of this formula, charge and spin)**: 120.0 kcal/mol
**LUMO**: 0.12 eV
**HOMO level**: -0.344 hartree